Record 1
The following is a DFT calculation (the ωB97M-V functional and the def2-TZVPD basis) of a single C29H34ClN5S molecule in a non-equilibrium geometry.

As for the charge: 0. The total energy is -2257.69493 Eh. The calculation puts the frontier orbital gap at 8.3 eV. Its SMILES is CCCn1c([C@H]2CCCN2c2nc(-c3ccc(C)cc3)cs2)nc2cc(Cl)c(N3CCCCC3)cc21. As for the energy above the lowest of the compared OMol25 structures with the same formula, charge and spin: 0.0 kcal per mole. The value obtained for the HOMO energy is -7.60 eV.

Atoms and positions in Å:
C -1.3846 4.0599 0.8800
C -2.4869 3.0140 0.9947
C -1.9309 1.5861 0.9600
N -1.3185 1.2713 -0.3030
C -1.9266 0.8510 -1.4524
C -3.3994 0.6501 -1.5979
C -3.9260 1.1879 -2.9347
C -5.0671 0.2361 -3.2821
C -4.5240 -1.1108 -2.8187
N -3.7456 -0.7679 -1.6500
C -3.1467 -1.6833 -0.8776
N -2.3257 -1.4317 0.0825
C -1.9259 -2.5707 0.7287
C -0.9527 -2.4744 1.8116
C 0.0113 -1.4704 1.7765
C 0.9513 -1.3620 2.7814
C 0.9582 -2.2515 3.8490
C 1.9643 -2.1215 4.9520
C -0.0040 -3.2549 3.8800
C -0.9477 -3.3699 2.8780
C -2.4716 -3.7214 0.2502
S -3.5232 -3.4023 -1.0877
N -1.0888 0.6104 -2.4252
C 0.1543 0.8577 -1.9124
C 1.4117 0.7413 -2.4912
C 2.5069 1.0304 -1.7043
Cl 4.0701 0.8629 -2.4383
C 2.3977 1.4366 -0.3586
N 3.4899 1.7099 0.5059
C 4.3037 0.5609 0.8609
C 5.0881 0.8963 2.1272
C 5.9611 2.1232 1.8807
C 5.0878 3.2825 1.4100
C 4.2998 2.8664 0.1696
C 1.1385 1.5708 0.2036
C 0.0268 1.2788 -0.5684
H -0.8319 3.9359 -0.0485
H -0.6866 3.9728 1.7094
H -1.8095 5.0605 0.8943
H -3.1980 3.1489 0.1767
H -3.0257 3.1484 1.9344
H -1.1707 1.4688 1.7354
H -2.7184 0.8525 1.1516
H -3.9264 1.1041 -0.7489
H -3.1274 1.1085 -3.6722
H -4.2438 2.2258 -2.8603
H -5.9625 0.4944 -2.7149
H -5.3087 0.2419 -4.3421
H -3.8866 -1.5677 -3.5867
H -5.3098 -1.8233 -2.5515
H 0.0256 -0.7931 0.9382
H 1.6959 -0.5794 2.7320
H 1.5475 -1.5322 5.7700
H 2.2343 -3.0981 5.3478
H 2.8635 -1.6215 4.5994
H -0.0128 -3.9556 4.7033
H -1.6931 -4.1502 2.9262
H -2.3018 -4.7296 0.5657
H 1.5242 0.4234 -3.5148
H 3.6381 -0.2889 1.0351
H 5.0114 0.2851 0.0623
H 4.3858 1.1087 2.9355
H 5.7013 0.0410 2.4166
H 6.4961 2.3976 2.7922
H 6.7018 1.8915 1.1114
H 4.3867 3.5533 2.2014
H 5.7017 4.1546 1.1786
H 3.6299 3.6715 -0.1438
H 5.0050 2.6627 -0.6522
H 1.0651 1.8827 1.2332

=====

Record 2
The following is a DFT calculation (the ωB97M-V functional and the def2-TZVPD basis) of a molecular structure, C29H35BrN2O3PdSi in a non-equilibrium geometry.

As for the charge: 0. The total energy is -4452.58740 Eh. The calculation puts the frontier orbital gap (spin up / spin down) at 4.7 / 7.0 eV. Its expectation value of S² is 2.045. As for the spin multiplicity: 3. As for the energy above the lowest of the compared OMol25 structures with the same formula, charge and spin: 11.7 kcal per mole. The value obtained for the HOMO energy (spin up / spin down) is -5.46 / -7.68 eV.

Atoms and positions in Å:
Pd -0.6113 0.1817 -0.3812
O -0.4643 5.3657 0.1157
C 0.0021 4.9035 1.3030
C 0.7656 5.7371 2.1141
C 1.2945 5.2557 3.2957
C 1.0987 3.9350 3.6614
C 0.3031 3.1170 2.8790
C -0.2828 3.5995 1.7203
C -1.2470 2.7773 0.8612
O -0.7499 2.3853 -0.3279
N -1.6875 1.6244 1.6804
N -2.0112 0.5163 0.9817
C -2.8050 -0.3904 1.4907
C -3.0347 -1.6527 0.9162
Br -2.0193 -2.0595 -0.7056
C -3.8360 -2.6431 1.4028
C -4.7868 -2.4893 2.4748
C -5.5440 -1.3246 2.6482
C -6.4208 -1.2092 3.7074
C -6.5678 -2.2448 4.6151
C -5.8536 -3.4197 4.4338
C -4.9791 -3.5444 3.3743
H -0.7586 4.6024 -0.4045
H 0.9352 6.7554 1.8029
H 1.8712 5.9089 3.9309
H 1.5404 3.5463 4.5659
H 0.1410 2.0899 3.1658
H -2.1590 3.4142 0.6986
H -2.3018 1.8712 2.4562
H -3.2692 -0.2042 2.4603
H -3.7271 -3.6348 0.9938
H -5.4808 -0.5313 1.9180
H -6.9976 -0.3039 3.8275
H -7.2469 -2.1455 5.4477
H -5.9737 -4.2404 5.1235
H -4.4096 -4.4516 3.2382
C 4.8780 -2.3030 -6.5370
C 3.9322 -1.6618 -5.5675
C 2.9635 -2.3938 -4.8946
C 2.1171 -1.8155 -3.9644
C 1.0798 -2.6688 -3.3086
C 2.2408 -0.4322 -3.6732
C 1.4176 0.2229 -2.6983
O 0.5155 -0.3236 -2.0235
C 3.2001 0.3303 -4.3927
C 3.3343 1.8126 -4.2021
C 4.0168 -0.2954 -5.3110
H 4.5975 -3.3319 -6.7495
H 5.8884 -2.3046 -6.1254
H 4.9080 -1.7456 -7.4725
H 2.8577 -3.4497 -5.1040
H 1.1232 -3.6812 -3.7039
H 0.0846 -2.2644 -3.4891
H 1.2175 -2.7073 -2.2289
H 1.5987 1.2932 -2.5435
H 3.5607 2.0689 -3.1681
H 2.4138 2.3196 -4.4898
H 4.1372 2.1929 -4.8285
H 4.7473 0.2890 -5.8548
C 0.3705 -0.8220 2.9414
Si 1.0342 -0.5701 1.1329
C 1.8324 -2.2884 0.7146
C 2.4088 0.7906 1.0656
H 1.2074 -0.8349 3.6333
H -0.1521 -1.7704 3.0335
H -0.3100 -0.0395 3.2593
H 2.5527 -2.5515 1.4844
H 2.3566 -2.2672 -0.2354
H 1.0867 -3.0774 0.6751
H 3.1358 0.6518 1.8601
H 1.9848 1.7862 1.1639
H 2.9351 0.7446 0.1162

=====

Record 3
The following is a DFT calculation (the ωB97M-V functional and the def2-TZVPD basis) of a molecular structure, C29H35Cl2N3O4S2Zr.

As for the charge: +2. The total energy is -3354.76479 Eh. The calculation puts the frontier orbital gap at 7.7 eV. As for the energy above the lowest of the compared OMol25 structures with the same formula, charge and spin: 0.0 kcal per mole. The value obtained for the HOMO energy is -12.99 eV.

Atoms and positions in Å:
Zr -0.0601 0.2701 -0.2273
C -0.8288 -1.1058 -3.1591
C 0.6730 -1.1883 -2.9809
N 1.0359 -1.4035 -1.5591
C 0.9850 -2.8170 -1.1052
C -0.4182 -3.3397 -0.8201
S -1.4721 -2.1383 0.0618
C -2.8664 -1.9134 -1.0856
C -2.8183 -0.5704 -1.8132
N -1.4286 -0.1789 -2.1635
H -1.2824 -2.0839 -3.0306
H -1.0654 -0.7883 -4.1763
H 1.1374 -0.2504 -3.2871
H 1.0782 -1.9848 -3.6106
H 2.0112 -1.1185 -1.4805
H 1.5802 -2.8758 -0.1965
H 1.4593 -3.4628 -1.8494
H -0.3385 -4.2239 -0.1900
H -0.9379 -3.6438 -1.7258
H -3.7778 -1.9669 -0.4929
H -2.8919 -2.7592 -1.7703
H -3.2293 0.2119 -1.1781
H -3.4351 -0.6209 -2.7145
H -1.4956 0.7421 -2.5895
Cl 0.8777 2.1372 1.7110
C 0.6440 1.1874 3.1734
C 0.3674 1.8577 4.3453
C 0.1997 1.1086 5.5001
C 0.3068 -0.2701 5.4557
C 0.5863 -0.9139 4.2591
Cl 0.7087 -2.6332 4.2558
C 0.7689 -0.1950 3.0721
S 1.1740 -1.0168 1.5728
H 0.2895 2.9356 4.3561
H -0.0142 1.6035 6.4370
H 0.1769 -0.8637 6.3496
C 0.7931 5.7005 -2.9600
N 0.1205 4.6336 -2.1640
C 0.5384 4.7055 -0.7328
C 0.2685 3.2341 -2.7816
C 1.5393 2.5391 -2.3816
C 2.7098 2.9602 -3.0207
C 3.9502 2.4861 -2.6314
C 4.0166 1.5716 -1.5923
C 2.8441 1.1006 -1.0153
C 1.5572 1.5314 -1.3972
H 0.5505 6.6670 -2.5254
H 0.4475 5.6590 -3.9895
H 1.8657 5.5418 -2.9140
H -0.8798 4.8305 -2.1841
H 1.6072 4.5205 -0.6730
H -0.0123 3.9533 -0.1776
H 0.3066 5.7004 -0.3599
H 0.2113 3.3933 -3.8582
H -0.6094 2.6957 -2.4426
H 2.6503 3.6581 -3.8481
H 4.8487 2.8255 -3.1287
H 4.9745 1.2051 -1.2466
H 2.9538 0.3692 -0.2171
O -1.4018 2.0873 -0.5021
C -2.0696 1.7771 0.5536
O -1.7911 0.6336 1.0558
C -3.0477 2.6645 1.1484
C -3.5997 2.3286 2.3826
C -4.5266 3.1571 3.0072
C -4.8708 4.3106 2.3405
O -5.7365 5.2593 2.7274
C -5.7988 6.2304 1.6732
O -4.8378 5.8348 0.6847
C -4.3226 4.6516 1.1011
C -3.4092 3.8547 0.4800
H -3.2905 1.4074 2.8574
H -4.9624 2.9121 3.9648
H -5.5346 7.2087 2.0689
H -6.7972 6.2246 1.2377
H -3.0004 4.1044 -0.4885